{
  "formula": "C10H11N2",
  "method": "ωB97M-V/def2-TZVPD",
  "total_charge": 1,
  "max_force_ev_per_a": 6.1,
  "homo_ev": -12.47,
  "smiles": "C=C[C@@H]1C([NH3+])=Nc2ccccc21",
  "e_tot_ha": -496.8293,
  "elements": ["C", "C", "C", "C", "N", "N", "C", "C", "C", "C", "C", "C", "H", "H", "H", "H", "H", "H", "H", "H", "H", "H", "H"],
  "positions_angstrom": [[-1.226314, 2.400668, 0.864152], [-1.673881, 1.308670, 0.219531], [-0.867331, 0.278379, -0.650061], [-1.284484, -1.078731, -0.170154], [-2.611094, -1.669918, -0.327634], [-0.381799, -1.798287, 0.371721], [0.869649, -1.067515, 0.192783], [2.155193, -1.606614, 0.376652], [3.159869, -0.648442, 0.291724], [2.893999, 0.705963, -0.098893], [1.646017, 1.102330, -0.561515], [0.610954, 0.177238, -0.358909], [-1.785150, 2.968606, 1.512073], [-0.356501, 2.902900, 0.406146], [-2.665338, 0.788875, 0.466262], [-1.052813, 0.408316, -1.699814], [-3.368224, -1.193164, 0.189772], [-2.523391, -2.615836, -0.188769], [-3.096921, -1.347871, -1.242954], [2.173447, -2.572641, 0.866115], [4.169448, -0.901416, 0.515800], [3.668341, 1.408461, -0.139737], [1.546319, 2.050021, -0.834284]],
  "atomic_forces_ev_per_a": [[1.00, -1.43, -3.71], [-0.61, -1.42, 0.97], [-0.29, 1.15, 1.18], [1.89, -0.42, 0.45], [-2.23, 5.24, -2.18], [-0.16, 0.32, -1.11], [-0.57, -0.76, -0.45], [-1.48, 1.59, 1.24], [-0.43, 0.92, -0.49], [-0.89, -2.35, -0.40], [0.41, -4.47, 2.40], [0.21, 0.73, -0.38], [-1.36, 0.96, 1.48], [-0.03, -0.51, 0.87], [1.07, 1.49, 0.10], [-0.18, 0.14, -0.74], [0.59, -0.67, 1.41], [-0.30, -3.19, 0.38], [1.73, -1.54, 0.64], [0.70, -0.12, -0.40], [0.57, -0.22, 0.21], [1.20, 0.73, 0.05], [-0.83, 3.82, -1.50]]
}

{
  "formula": "C35H33IIrNO2P2S4Sb",
  "method": "ωB97M-V/def2-TZVPD",
  "max_force_ev_per_a": 2.6,
  "homo_ev": [-6.84, -6.75],
  "multiplicity": 2,
  "e_tot_ha": -4476.5861,
  "elements": ["Ir", "S", "Sb", "S", "S", "C", "S", "C", "C", "C", "N", "P", "C", "C", "C", "C", "C", "C", "C", "C", "C", "C", "C", "C", "P", "C", "C", "C", "C", "C", "C", "C", "C", "C", "C", "C", "C", "H", "H", "H", "H", "H", "H", "H", "H", "H", "H", "H", "H", "H", "H", "H", "H", "H", "H", "H", "H", "H", "H", "H", "H", "H", "H", "H", "H", "H", "I", "C", "C", "C", "C", "C", "C", "C", "O", "O", "H", "H", "H", "H"],
  "positions_angstrom": [[-1.621007, -0.680587, -0.812777], [-6.209521, -0.700797, -1.063067], [-4.728721, -0.380081, 0.623467], [-3.057936, -2.201992, 0.208185], [-3.047119, 1.131969, -0.426629], [3.968537, 4.060158, 1.757766], [4.642357, 2.557176, 0.986017], [4.077126, 1.251293, 2.124335], [2.835611, 0.470890, 1.680908], [1.670717, 1.391003, 1.321913], [0.541139, 0.778750, 0.591521], [0.444578, 0.519586, -1.085146], [2.061656, -0.066414, -1.607500], [3.061528, 0.808145, -2.015902], [4.311107, 0.307505, -2.356882], [4.557774, -1.057479, -2.304265], [3.549259, -1.937411, -1.923859], [2.301780, -1.442631, -1.583519], [0.264599, 2.124981, -1.878855], [0.285629, 3.340805, -1.206416], [0.119387, 4.523085, -1.916561], [-0.080934, 4.488384, -3.289554], [-0.145340, 3.270186, -3.955453], [0.022221, 2.085864, -3.254483], [-0.665327, -0.196906, 1.258433], [0.150091, -1.530204, 2.159094], [0.565564, -2.642783, 1.427144], [1.284606, -3.654655, 2.043454], [1.570920, -3.567492, 3.400277], [1.127247, -2.478847, 4.140057], [0.415167, -1.459295, 3.524821], [-1.537563, 0.752758, 2.503866], [-1.453436, 2.136140, 2.598355], [-2.260138, 2.813149, 3.501207], [-3.183041, 2.118472, 4.271310], [-3.303928, 0.741137, 4.144162], [-2.482494, 0.057996, 3.261446], [4.784291, 4.758391, 1.933105], [3.503337, 3.805002, 2.708950], [3.231529, 4.522673, 1.101117], [3.922064, 1.721300, 3.097484], [4.918230, 0.566486, 2.213518], [2.560128, -0.190644, 2.502918], [3.086054, -0.153471, 0.822048], [2.061985, 2.192584, 0.694843], [1.270509, 1.840013, 2.234632], [2.871967, 1.873925, -2.057617], [5.097012, 0.992623, -2.651729], [5.534963, -1.439342, -2.573870], [3.737004, -3.003597, -1.895898], [1.503253, -2.120065, -1.304261], [0.424225, 3.368217, -0.131521], [0.146073, 5.473226, -1.395950], [-0.200732, 5.412583, -3.840255], [-0.337810, 3.237121, -5.020578], [-0.053026, 1.131176, -3.766924], [0.304506, -2.712957, 0.378003], [1.616874, -4.512307, 1.472333], [2.129313, -4.357703, 3.885904], [1.341290, -2.419533, 5.200193], [0.077345, -0.606131, 4.100544], [-0.767674, 2.684408, 1.964102], [-2.176759, 3.889087, 3.597359], [-3.819072, 2.655110, 4.964756], [-4.047084, 0.203820, 4.718552], [-2.561603, -1.019374, 3.161210], [-6.072639, -6.061240, -1.914908], [-4.748194, -4.580718, -2.571536], [-3.389329, -4.731120, -2.330480], [-2.522717, -3.722013, -2.724110], [-3.005617, -2.586958, -3.365621], [-4.360641, -2.468926, -3.628047], [-5.243193, -3.462295, -3.221587], [-2.071395, -1.467305, -3.726220], [-2.090979, -0.957395, -4.819170], [-1.192797, -1.117713, -2.778889], [-3.012760, -5.610400, -1.825085], [-1.460132, -3.822811, -2.531185], [-4.734728, -1.585322, -4.128723], [-6.305170, -3.350266, -3.394276]],
  "atomic_forces_ev_per_a": [[2.25, -0.78, 1.00], [0.15, 0.03, 0.36], [-0.94, 0.30, -0.31], [0.35, 0.58, -0.66], [0.51, -0.45, -0.04], [0.00, -0.11, -0.15], [0.06, -0.03, 0.05], [-0.10, 0.13, -0.13], [0.02, 0.05, -0.09], [-0.08, -0.11, 0.02], [0.57, 0.03, 0.50], [-1.19, 1.05, 0.40], [-0.25, -0.58, -0.32], [0.05, 0.03, 0.04], [0.05, 0.05, 0.07], [-0.05, 0.01, 0.00], [0.03, 0.03, 0.03], [0.03, 0.07, 0.00], [0.02, -0.07, -0.19], [0.01, 0.02, 0.02], [0.02, 0.01, 0.02], [-0.01, -0.03, 0.03], [0.00, -0.05, 0.01], [0.05, 0.09, 0.00], [-0.64, 0.21, -0.99], [-0.23, -0.29, -0.15], [0.02, 0.03, 0.13], [0.01, 0.04, 0.00], [-0.03, 0.02, -0.01], [0.05, 0.02, 0.03], [0.06, 0.03, -0.07], [-0.32, -0.17, -0.03], [0.07, 0.08, 0.08], [0.06, 0.05, -0.02], [-0.02, -0.04, 0.01], [0.02, 0.05, 0.01], [0.22, 0.04, 0.16], [-0.05, 0.02, 0.03], [0.01, 0.06, -0.03], [-0.01, 0.00, 0.08], [0.04, -0.07, 0.01], [-0.01, -0.05, 0.11], [-0.03, -0.13, -0.05], [0.02, 0.00, -0.01], [-0.04, 0.06, -0.01], [0.02, 0.10, -0.02], [0.02, -0.03, -0.01], [-0.04, -0.05, -0.01], [-0.03, 0.01, 0.01], [-0.01, 0.03, -0.03], [0.05, 0.01, -0.06], [-0.02, 0.02, -0.06], [-0.01, -0.05, -0.02], [-0.02, -0.01, 0.01], [0.01, 0.01, 0.04], [-0.02, 0.04, 0.00], [0.01, -0.06, 0.03], [-0.04, 0.01, 0.01], [-0.01, 0.01, -0.01], [-0.02, -0.01, -0.03], [0.01, -0.03, 0.01], [-0.07, -0.01, 0.00], [-0.02, -0.05, -0.04], [0.02, -0.02, -0.03], [0.03, -0.01, 0.00], [-0.07, 0.02, 0.02], [0.04, 0.04, -0.02], [-0.05, -0.04, 0.01], [0.06, 0.08, -0.05], [-0.03, -0.13, 0.05], [0.09, 0.07, 0.19], [-0.10, -0.03, -0.06], [0.05, 0.03, -0.01], [-0.09, -0.33, -0.08], [0.12, 0.21, 0.12], [-0.62, -0.12, 0.01], [-0.02, 0.00, -0.03], [-0.04, 0.05, 0.03], [0.02, 0.00, 0.05], [0.05, 0.01, 0.03]]
}

Per-record energy relative to the best compared isomer or geometry (same formula, charge and spin), kJ/mol: 260.71; 147.01